Formula: C15H26BrCdF6N5OPS
Source: OMol25
Level of theory: ωB97M-V/def2-TZVPD

XYZ file:
```
57
C15H26BrCdF6N5OPS ωB97M-V/def2-TZVPD
Cd 0.019 -0.043 -0.348
C 5.680 -0.043 -0.378
C 4.420 -0.013 0.432
C 4.425 -0.017 1.826
C 3.231 0.013 2.534
C 2.060 0.050 1.811
Br 0.365 0.108 2.670
N 2.023 0.053 0.478
C 3.180 0.019 -0.194
H 6.556 -0.033 0.265
H 5.729 0.818 -1.047
H 5.719 -0.936 -1.003
H 5.365 -0.050 2.362
H 3.211 0.004 3.614
H 3.107 0.002 -1.276
C -2.680 -4.775 -0.359
N -2.127 -3.435 -0.230
C -3.014 -2.400 0.279
C -0.818 -3.145 -0.320
O -0.368 -2.099 0.235
N 0.018 -4.001 -0.965
C 1.444 -3.911 -0.681
C -0.307 -4.664 -2.222
H -3.413 -4.929 0.432
H -1.904 -5.525 -0.243
H -3.186 -4.916 -1.317
H -4.043 -2.700 0.105
H -2.829 -1.455 -0.234
H -2.866 -2.241 1.350
H 1.612 -3.339 0.225
H 1.985 -3.443 -1.508
H 1.840 -4.917 -0.540
H -1.301 -5.095 -2.240
H 0.418 -5.459 -2.386
H -0.228 -3.960 -3.056
F -1.308 -0.343 -2.196
P -0.086 -0.320 -3.390
F 1.125 -0.251 -4.375
F -0.789 -1.522 -4.100
F 0.641 0.910 -2.447
F -0.913 0.808 -4.127
F 0.732 -1.350 -2.379
C 1.152 3.923 0.001
N 0.444 3.759 -1.254
C 0.795 4.552 -2.443
C -0.265 4.124 -3.477
N -1.156 3.279 -2.673
C -0.673 3.093 -1.463
S -1.457 2.120 -0.264
H 2.215 3.741 -0.153
H 0.770 3.226 0.749
H 1.022 4.939 0.380
H 1.809 4.311 -2.761
H 0.749 5.614 -2.202
H 0.158 3.545 -4.297
H -0.813 4.967 -3.892
H -1.906 2.736 -3.078
```

- <S²> = 0.753
- HOMO-LUMO gap (alpha / beta) (Ha) = 0.2950 / 0.1239
- E_tot (Ha) = -5016.38901
- multiplicity = 2
- total charge = +2
- lowest unoccupied orbital energy (alpha / beta) (eV) = -6.0 / -10.7
- maximum force (eV/A) = 1.20
- molar mass (g mol⁻¹) = 661.8

Atom charges from the Mulliken analysis, given in e for atoms 1 to 6:
1. Cd 1.872
2. C -1.364
3. C 0.348
4. C -0.438
5. C -0.662
6. C 0.034



Formula: C3H9N2
Source: OMol25
Level of theory: ωB97M-V/def2-TZVPD

XYZ file:
```
14
C3H9N2 ωB97M-V/def2-TZVPD
C 0.905 -1.556 2.016
C 0.708 -0.677 3.118
N 0.061 0.441 3.219
C -0.472 1.514 -1.665
N -0.600 0.587 -2.596
H -0.354 1.155 0.154
H 1.464 -2.447 2.160
H 0.471 -1.282 1.054
H -0.838 -0.638 -5.293
H 1.200 -1.087 4.012
H -0.345 0.682 2.347
H -1.348 2.080 -1.331
H -1.333 -0.671 -5.682
H 0.481 1.900 -1.513
```

- HOMO-LUMO gap (Ha) = 0.1350
- E_tot (Ha) = -228.49255
- total charge = +1
- lowest unoccupied orbital energy (eV) = -8.8
- maximum force (eV/A) = 5.92
- molar mass (g mol⁻¹) = 73.1

Atom charges from the Mulliken analysis, given in e for atoms 1 to 6:
1. C -0.137
2. C 0.198
3. N -0.280
4. C -0.455
5. N -0.027
6. H -0.139



Formula: C5H12ClOPS
Source: OMol25
Level of theory: ωB97M-V/def2-TZVPD

XYZ file:
```
21
C5H12ClOPS ωB97M-V/def2-TZVPD
C -1.230 1.839 0.547
C 0.599 -0.827 -1.557
C 1.319 1.598 -0.716
C -0.898 0.572 -0.259
C 0.286 0.463 -0.877
O 0.358 -0.754 1.907
P 0.472 -2.317 1.414
S -1.573 -2.782 0.930
Cl 0.761 -3.279 3.203
H -1.216 2.720 -0.145
H -0.658 2.164 1.474
H -2.257 1.662 0.845
H 1.261 -0.640 -2.414
H -0.304 -1.366 -1.925
H 1.133 -1.414 -0.780
H 2.085 1.312 -0.045
H 1.771 1.613 -1.722
H 0.866 2.589 -0.524
H -1.249 -2.946 -0.403
H -1.612 -0.210 -0.223
H 0.086 0.001 1.270
```

- HOMO-LUMO gap (Ha) = 0.3508
- structure (SMILES) = CC=C(C)C.OP(S)Cl
- E_tot (Ha) = -1472.68972
- lowest unoccupied orbital energy (eV) = 0.6
- maximum force (eV/A) = 2.99
- molar mass (g mol⁻¹) = 186.6

Atom charges from the Mulliken analysis, given in e for atoms 1 to 6:
1. C -1.249
2. C -0.980
3. C -1.190
4. C -0.499
5. C 0.828
6. O -0.492



Formula: C44H36CdF5N7O6P2S3Se2
Source: OMol25
Level of theory: ωB97M-V/def2-TZVPD

XYZ file:
```
106
C44H36CdF5N7O6P2S3Se2 ωB97M-V/def2-TZVPD
Cd 1.006 -1.687 -1.065
Se -1.124 2.325 4.365
P -1.542 2.327 2.296
C -3.315 2.666 2.028
C -3.725 3.241 0.830
C -5.047 3.608 0.667
C -5.962 3.394 1.687
C -5.555 2.811 2.875
C -4.230 2.448 3.045
C -0.801 3.822 1.568
C -1.176 5.033 2.141
C -0.612 6.211 1.699
C 0.334 6.182 0.684
C 0.707 4.975 0.117
C 0.141 3.787 0.552
C -1.176 0.936 1.238
C -0.328 -0.181 1.195
N -0.549 -0.747 0.000
N -1.451 -0.040 -0.646
N -1.844 0.964 0.066
P 0.721 -1.015 2.392
Se 0.958 -3.093 2.203
C -0.284 -0.898 3.910
C -1.648 -1.158 3.882
C -2.371 -1.182 5.060
C -1.736 -0.957 6.270
C -0.371 -0.726 6.301
C 0.354 -0.708 5.126
C 2.142 0.049 2.806
C 3.340 -0.510 3.227
C 4.406 0.318 3.524
C 4.272 1.693 3.413
C 3.070 2.244 3.000
C 2.005 1.421 2.690
H -3.005 3.388 0.039
H -5.364 4.075 -0.256
H -6.995 3.688 1.556
H -6.264 2.652 3.677
H -3.889 2.014 3.976
H -1.903 5.027 2.945
H -0.898 7.151 2.153
H 0.783 7.104 0.340
H 1.448 4.942 -0.668
H 0.426 2.851 0.089
H -2.139 -1.336 2.934
H -3.436 -1.369 5.035
H -2.303 -0.970 7.192
H 0.131 -0.545 7.241
H 1.419 -0.519 5.139
H 3.432 -1.585 3.293
H 5.349 -0.114 3.826
H 5.109 2.341 3.642
H 2.959 3.315 2.914
H 1.064 1.843 2.362
O 3.731 -1.817 -1.303
S 3.674 -1.060 -0.074
O 4.609 -1.519 0.932
O 2.296 -0.920 0.453
C 4.167 0.663 -0.363
C 5.218 1.164 0.390
C 5.537 2.510 0.339
C 4.782 3.373 -0.442
C 3.732 2.871 -1.189
C 3.437 1.517 -1.161
S 1.867 1.054 -1.899
O 1.905 -0.313 -2.422
O 1.643 2.020 -2.962
O 0.991 1.223 -0.758
H 5.749 0.475 1.029
H 6.355 2.892 0.934
H 4.999 4.433 -0.453
H 3.104 3.505 -1.796
F -4.023 -7.048 -1.066
C -2.838 -6.396 -1.127
C -2.727 -5.068 -0.733
F -3.811 -4.418 -0.268
C -1.514 -4.415 -0.830
F -1.479 -3.120 -0.469
C -0.334 -5.021 -1.311
S 1.175 -4.227 -1.457
C -0.492 -6.378 -1.682
F 0.560 -7.068 -2.162
C -1.699 -7.043 -1.597
F -1.794 -8.337 -1.981
C -1.371 -2.941 -3.865
N -1.764 -2.957 -5.277
C -2.089 -1.588 -5.669
N -0.979 -0.672 -5.456
C -0.607 -0.706 -4.037
N -0.235 -2.058 -3.612
C 0.884 -2.517 -4.439
N 0.544 -2.513 -5.865
C -0.611 -3.376 -6.065
C 0.163 -1.151 -6.225
H -1.118 -3.965 -3.570
H -2.226 -2.599 -3.277
H -2.952 -1.250 -5.088
H -2.351 -1.587 -6.735
H -1.450 -0.365 -3.431
H 0.234 -0.030 -3.881
H 1.148 -3.535 -4.141
H 1.744 -1.866 -4.277
H -0.347 -4.399 -5.785
H -0.891 -3.350 -7.126
H -0.091 -1.129 -7.292
H 1.013 -0.490 -6.036
```

- HOMO-LUMO gap (Ha) = 0.2410
- E_tot (Ha) = -9880.41739
- total charge = -2
- lowest unoccupied orbital energy (eV) = 3.9
- maximum force (eV/A) = 3.32
- molar mass (g mol⁻¹) = 1282.3

Atom charges from the Mulliken analysis, given in e for atoms 1 to 6:
1. Cd 3.208
2. Se -0.290
3. P 1.570
4. C 0.415
5. C -0.191
6. C -0.730



Formula: C2H8N2Si
Source: OMol25
Level of theory: ωB97M-V/def2-TZVPD

XYZ file:
```
13
C2H8N2Si ωB97M-V/def2-TZVPD
C -1.858 0.646 -0.098
C 1.998 0.498 -0.082
N -0.418 -1.222 -0.642
N -1.085 -0.431 0.446
Si 0.693 -0.695 0.600
H -2.760 0.178 -0.428
H -1.990 1.308 0.691
H -1.380 0.945 -0.958
H 1.292 1.398 -0.441
H 2.733 0.828 0.692
H 2.587 0.104 -0.962
H -0.762 -2.168 -0.639
H 0.950 -1.389 1.823
```

- HOMO-LUMO gap (Ha) = 0.3347
- structure (SMILES) = CN1N[Si@H]1C
- E_tot (Ha) = -479.93006
- lowest unoccupied orbital energy (eV) = 0.9
- maximum force (eV/A) = 2.83
- molar mass (g mol⁻¹) = 88.2

Atom charges from the Mulliken analysis, given in e for atoms 1 to 6:
1. C -0.865
2. C -0.856
3. N -0.503
4. N -0.177
5. Si 0.487
6. H 0.306



Formula: C52H26Cl4N7O7RuSe
Source: OMol25
Level of theory: ωB97M-V/def2-TZVPD

XYZ file:
```
98
C52H26Cl4N7O7RuSe ωB97M-V/def2-TZVPD
Ru 0.315 0.205 -0.325
Cl -2.195 9.013 -3.646
C -1.573 7.507 -3.003
C -1.313 7.396 -1.647
C -0.819 6.212 -1.134
C -0.551 5.102 -1.968
C -0.872 5.248 -3.338
C -1.366 6.428 -3.852
C -0.028 3.866 -1.500
C -0.235 2.591 -2.212
C 0.849 1.803 -2.812
C 1.124 0.672 -2.141
C -1.368 0.814 -1.237
C -2.614 0.106 -1.242
C -3.747 0.474 -2.094
C -5.061 0.381 -1.623
C -6.140 0.731 -2.417
C -5.911 1.187 -3.702
Cl -7.272 1.631 -4.712
C -4.626 1.302 -4.201
C -3.556 0.948 -3.396
C -2.665 -0.866 -0.237
N -1.603 -0.867 0.606
C -1.851 -1.766 1.562
C -0.980 -1.902 2.686
C -1.342 -2.953 3.676
C -1.315 -4.294 3.298
C -1.658 -5.296 4.193
C -2.044 -4.944 5.475
Cl -2.485 -6.198 6.613
C -2.090 -3.621 5.876
C -1.737 -2.631 4.970
C 0.115 -1.120 2.907
C 0.992 -1.196 4.057
C 1.962 -0.281 3.873
C 1.696 0.342 2.585
N 0.597 -0.126 2.033
C 2.466 1.398 1.970
C 1.740 2.460 1.263
C 1.906 3.819 1.555
C 1.191 4.520 0.600
C 0.578 3.569 -0.238
N 0.873 2.271 0.234
C 3.906 1.459 2.096
C 4.642 0.363 2.598
C 6.015 0.410 2.743
C 6.704 1.545 2.351
Cl 8.446 1.613 2.541
C 6.038 2.609 1.771
C 4.663 2.557 1.633
C -3.111 -2.409 1.321
C -3.623 -1.846 0.179
N -1.290 1.998 -1.809
H -1.521 8.231 -0.990
H -0.685 6.118 -0.067
H -0.720 4.409 -4.006
H -1.597 6.516 -4.905
H 1.467 2.221 -3.598
H 1.994 0.085 -2.433
H -5.236 0.054 -0.607
H -7.151 0.663 -2.039
H -4.462 1.652 -5.211
H -2.555 1.015 -3.796
H -1.011 -4.551 2.292
H -1.626 -6.336 3.900
H -2.402 -3.370 6.880
H -1.774 -1.590 5.264
H 0.880 -1.873 4.888
H 2.776 -0.036 4.533
H 2.494 4.219 2.364
H 1.187 5.585 0.451
H 4.136 -0.570 2.780
H 6.552 -0.451 3.116
H 6.592 3.466 1.411
H 4.168 3.375 1.135
H -3.563 -3.179 1.927
H -4.539 -2.103 -0.327
O 3.377 -1.998 1.305
C 2.641 -1.709 0.358
O 2.382 -0.526 -0.043
C 2.068 -2.876 -0.428
C 2.834 -4.008 -0.460
C 2.407 -5.144 -1.154
C 1.172 -5.178 -1.752
C 0.374 -4.049 -1.719
C 0.791 -2.812 -1.103
O 0.058 -1.784 -1.105
N -0.955 -4.229 -2.303
O -1.310 -5.370 -2.573
O -1.667 -3.260 -2.496
N 3.253 -6.324 -1.212
O 2.812 -7.333 -1.743
O 4.348 -6.273 -0.673
H 3.772 -4.010 0.074
H 0.817 -6.072 -2.237
Se -0.472 -1.093 -3.914
C -0.831 -0.925 -5.717
N -1.052 -0.813 -6.848
```

- <S²> = 8.848
- HOMO-LUMO gap (alpha / beta) (Ha) = 0.1881 / 0.1895
- E_tot (Ha) = -7244.06792
- multiplicity = 6
- total charge = -2
- lowest unoccupied orbital energy (alpha / beta) (eV) = 3.4 / 1.8
- maximum force (eV/A) = 0.56
- molar mass (g mol⁻¹) = 1182.7

Atom charges from the Mulliken analysis, given in e for atoms 1 to 6:
1. Ru -0.641
2. Cl -0.268
3. C 0.427
4. C -0.990
5. C -0.240
6. C 0.265